# 1
A 2-piece molecular cluster, C41H42N2O2P overall at a distorted geometry. Source: the Open Molecules 2025 dataset; level of theory: ωB97M-V/def2-TZVPD.

Cartesian coordinates (Å):
C  -0.0787  2.6815  4.5705
C  0.2916  3.2633  3.2335
O  0.7633  2.1996  2.3834
C  1.0376  2.6979  1.1395
C  1.7150  1.7857  0.2549
P  2.1119  2.4265  -1.3090
C  0.6566  2.9095  -2.2717
C  0.5162  4.1934  -2.8228
C  -0.6366  4.5176  -3.5439
C  -1.6685  3.5866  -3.6944
C  -1.5445  2.3202  -3.1130
C  -0.3946  1.9834  -2.3944
C  3.2578  3.8353  -1.3085
C  3.8222  4.3056  -2.5096
C  4.7151  5.3815  -2.4894
C  5.0720  5.9862  -1.2792
C  4.5240  5.5085  -0.0864
C  3.6262  4.4383  -0.0969
C  2.9588  1.1076  -2.2180
C  2.4412  0.5212  -3.3851
C  3.0883  -0.5832  -3.9494
C  4.2535  -1.0967  -3.3683
C  4.7798  -0.4941  -2.2205
C  4.1386  0.6063  -1.6458
O  0.7382  3.8684  0.8373
H  -0.3046  3.5087  5.2486
H  -0.9681  2.0484  4.4853
H  0.7350  2.0888  5.0001
H  -0.5843  3.7453  2.7834
H  1.0784  4.0207  3.3576
H  1.9528  0.7809  0.5753
H  1.3035  4.9366  -2.6854
H  -0.7279  5.5101  -3.9830
H  -2.5686  3.8487  -4.2549
H  -2.3437  1.5869  -3.2114
H  -0.3161  1.0016  -1.9194
H  3.5628  3.8330  -3.4611
H  5.1352  5.7462  -3.4257
H  5.7756  6.8214  -1.2630
H  4.7899  5.9623  0.8670
H  3.1954  4.0760  0.8356
H  1.5433  0.9282  -3.8547
H  2.6762  -1.0427  -4.8489
H  4.7510  -1.9643  -3.8077
H  5.6902  -0.8791  -1.7622
H  4.5473  1.0729  -0.7456
C  -4.0144  -3.2865  6.9443
N  -3.1298  -2.3938  6.2427
C  -2.5068  -1.2826  6.9326
C  -1.6863  -0.5708  5.8334
C  -1.9285  -1.3748  4.6010
C  -2.7789  -2.4597  4.9347
C  -3.1046  -3.4488  3.9919
C  -2.5408  -3.3702  2.7320
C  -1.8100  -2.2085  2.3096
C  -1.3695  -1.9562  0.9885
C  -1.6459  -2.6577  -0.2102
C  -0.8774  -2.3014  -1.3731
C  -1.0233  -2.9998  -2.5479
C  -1.9070  -4.1071  -2.6006
N  -1.8895  -4.6595  -3.8388
C  -2.6684  -5.7833  -4.2897
C  -1.0431  -3.9326  -4.7627
C  -0.4234  -2.8080  -3.9001
C  -2.7016  -4.4643  -1.4980
C  -2.6438  -3.6791  -0.3616
C  -1.4723  -1.2338  3.3121
H  -4.3907  -4.0541  6.2620
H  -3.4884  -3.7713  7.7802
H  -4.8655  -2.7282  7.3629
H  -3.2691  -0.6294  7.3816
H  -1.8621  -1.6510  7.7453
H  -2.0104  0.4708  5.7217
H  -0.6250  -0.5606  6.1148
H  -3.7580  -4.2685  4.2842
H  -2.6460  -4.2190  2.0629
H  -0.7076  -1.0953  0.8807
H  -0.1532  -1.4866  -1.3149
H  -3.2252  -6.2133  -3.4520
H  -3.3775  -5.4761  -5.0737
H  -2.0082  -6.5521  -4.7172
H  -0.2846  -4.5977  -5.1996
H  -1.6460  -3.5258  -5.5895
H  -0.6850  -1.8302  -4.3271
H  0.6708  -2.8849  -3.8913
H  -3.3662  -5.3227  -1.5757
H  -3.3844  -3.8365  0.4176
H  -0.8601  -0.3698  3.0444

Calculated values
Gap between HOMO and LUMO = 5.452 eV
Highest occupied orbital energy = -9.4 eV
ΔE to the lowest compared entry with this formula, charge and spin = 0.0 kcal per mole
Calculated total energy = -2188.67152 Eh
Total charge = +1

---

# 2
C41H42N5P2SiV as an isolated structure at a distorted geometry. Source: the Open Molecules 2025 dataset; level of theory: ωB97M-V/def2-TZVPD.

Cartesian coordinates (Å):
V  -0.1689  0.0089  0.0096
C  3.5708  0.0749  -1.2388
Si  2.2565  0.2613  0.1346
C  2.8566  -0.8864  1.5496
C  4.1675  -1.3167  1.7650
C  4.4992  -2.0567  2.8890
C  3.5305  -2.3689  3.8376
C  2.2236  -1.9559  3.6457
C  1.8886  -1.2478  2.4903
P  0.1891  -0.6464  2.2104
C  -0.0118  0.2791  3.7865
C  -1.0180  0.0717  4.7226
C  -1.0146  0.7794  5.9185
C  -0.0076  1.6921  6.1878
C  0.9992  1.9071  5.2553
C  0.9958  1.2077  4.0617
C  -0.8942  -2.1062  2.4744
C  -0.4403  -3.4226  2.5043
C  -1.3409  -4.4736  2.6278
C  -2.7002  -4.2236  2.7458
C  -3.1633  -2.9142  2.7136
C  -2.2694  -1.8679  2.5492
C  2.5723  2.0249  0.8279
C  3.8241  2.4754  1.2488
C  4.0102  3.7809  1.6755
C  2.9472  4.6774  1.6666
C  1.6979  4.2571  1.2437
C  1.5111  2.9333  0.8468
P  -0.0988  2.3395  0.2233
C  -1.3737  3.0769  1.3000
C  -1.1278  3.4157  2.6270
C  -2.1737  3.7736  3.4655
C  -3.4753  3.7969  2.9884
C  -3.7316  3.4829  1.6599
C  -2.6880  3.1209  0.8241
C  -0.2188  3.3536  -1.3019
C  0.4189  2.8340  -2.4278
C  0.5219  3.5834  -3.5882
C  -0.0260  4.8577  -3.6376
C  -0.6806  5.3737  -2.5294
C  -0.7760  4.6283  -1.3627
H  4.5249  0.4982  -0.9169
H  3.2686  0.6042  -2.1448
H  3.7377  -0.9734  -1.4991
H  4.9436  -1.0613  1.0516
H  5.5204  -2.3840  3.0415
H  3.7971  -2.9258  4.7266
H  1.4670  -2.1757  4.3910
H  -1.8044  -0.6470  4.5378
H  -1.7960  0.6064  6.6474
H  -0.0001  2.2295  7.1275
H  1.7894  2.6183  5.4612
H  1.7843  1.3677  3.3330
H  0.6200  -3.6296  2.4389
H  -0.9755  -5.4927  2.6607
H  -3.3951  -5.0429  2.8801
H  -4.2218  -2.7183  2.8368
H  -2.6256  -0.8413  2.5066
H  4.6658  1.7903  1.2480
H  4.9875  4.1095  2.0071
H  3.0967  5.7020  1.9825
H  0.8677  4.9541  1.2195
H  -0.1160  3.4062  3.0023
H  -1.9684  4.0350  4.4957
H  -4.2923  4.0681  3.6444
H  -4.7447  3.5310  1.2800
H  -2.8810  2.9107  -0.2245
H  0.8448  1.8361  -2.3770
H  1.0321  3.1807  -4.4539
H  0.0570  5.4481  -4.5408
H  -1.1110  6.3663  -2.5702
H  -1.2818  5.0441  -0.5000
C  -5.0846  -2.2209  -0.8462
N  -4.2808  -1.0088  -0.9543
C  -4.9788  0.2672  -0.9835
C  -2.9305  -1.0297  -0.9554
N  -2.1740  0.0107  -0.8378
N  -2.3844  -2.2898  -1.1580
C  -1.0648  -2.6748  -1.0481
N  -0.8456  -3.9552  -1.4497
N  -0.1351  -1.9015  -0.6027
H  -5.2741  -2.6852  -1.8199
H  -6.0465  -1.9601  -0.4128
H  -4.6089  -2.9411  -0.1829
H  -5.9640  0.1165  -1.4167
H  -4.4464  0.9793  -1.6142
H  -5.0995  0.6924  0.0173
H  -2.6896  0.8656  -0.6747
H  -3.0017  -2.9732  -1.5590
H  -1.6088  -4.5975  -1.5668
H  0.0536  -4.3658  -1.2702
H  0.7606  -2.3738  -0.5535

Calculated values
Gap between HOMO and LUMO (spin up / spin down) = 6.981 / 6.470 eV
Highest occupied orbital energy (spin up / spin down) = -9.4 / -8.7 eV
ΔE to the lowest compared entry with this formula, charge and spin = 0.0 kcal per mole
Calculated total energy = -3777.41895 Eh
Total charge = +1
Multiplicity = 2